(1)
Molecular formula: C7H11N
Method: DFT, ωB97M-V/def2-TZVPD

Structure (XYZ):
```
19
Properties=species:S:1:pos:R:3:forces:R:3
C -1.50556 0.63110 0.39752 -1.4 -0.3 -0.5
C -0.93285 -0.05729 1.70129 -3.1 0.1 0.8
C 0.62850 -0.31436 1.42356 -4.9 2.3 0.8
C 1.30897 -0.58424 0.15517 8.5 -4.7 -3.2
N 1.28006 -1.02320 -1.38596 3.4 0.6 -0.7
C 0.17296 -0.29871 -2.01060 -2.6 1.5 -0.2
C -0.60228 -0.05911 -0.62225 1.2 0.3 0.2
C 0.67015 0.53541 0.16171 -4.6 2.4 -0.1
H -2.52886 0.37739 0.33408 -1.5 -0.6 -0.2
H -1.57518 1.73577 0.34119 1.0 -0.5 0.3
H -1.72517 -0.87574 1.93191 1.9 0.4 -0.5
H -1.26593 0.65135 2.58362 1.8 -1.1 -1.4
H 1.13409 0.15458 2.21479 1.5 -0.4 1.0
H 2.39250 -0.41942 0.35884 -0.2 -1.0 0.0
H 2.18958 -0.49049 -1.79216 -2.3 -2.0 1.6
H -0.20628 -1.04232 -2.79860 -0.3 1.5 1.2
H 0.18137 0.78168 -2.40026 1.3 -1.6 -0.2
H -0.64290 -1.15778 -0.49642 -0.5 0.5 1.4
H 1.02682 1.45539 -0.09744 0.7 2.5 -0.2
```
Positions in Å, forces in eV/Å.

SMILES   C1C[C@H]2[C@H]3NC[C@H]1[C@@H]23
E_HOMO   -8.565 eV
ΔE to the lowest compared entry with this formula, charge and spin   8.521 eV
E_tot   -8919.207 eV
Total charge   0
E_LUMO   0.03620 Eh
Maximum force   10.2 eV/Å
Orbital gap   9.55 eV

Atomic partial charges in e from the Mulliken method, atoms 1 to 8:
1 C -0.910
2 C -0.514
3 C -0.619
4 C -0.139
5 N -0.524
6 C -0.655
7 C 0.247
8 C -0.570

---

(2)
Molecular formula: C3H6N2O2
Method: DFT, ωB97M-V/def2-TZVPD

Structure (XYZ):
```
13
Properties=species:S:1:pos:R:3:forces:R:3
C -2.40361 -0.18212 -0.10287 -1.9 -1.7 -6.1
C 0.84410 0.25771 0.06867 3.6 -2.0 1.7
C 1.65857 -1.01541 0.31439 5.3 0.4 -4.7
H -3.24916 -0.93038 -0.25731 1.8 -0.1 0.8
H -2.64597 0.42379 0.68397 -0.1 1.7 1.9
H -2.46938 0.26597 -1.16807 -0.7 0.6 2.0
H 2.64943 0.95006 -0.07232 1.8 -0.7 -0.4
H 1.48076 2.04427 -0.72501 1.1 -2.7 4.0
H 1.00221 -1.97982 1.87002 1.6 1.5 -3.1
N -0.35595 0.47015 -0.03333 -1.3 1.8 -0.6
N 1.77031 1.24576 0.20960 -2.6 6.5 -3.8
O -1.07105 -0.63620 -0.20175 -1.4 -2.5 1.4
O 2.78972 -0.91377 -0.58598 -7.3 -2.8 6.9
```
Positions in Å, forces in eV/Å.

E_HOMO   -9.040 eV
ΔE to the lowest compared entry with this formula, charge and spin   11.427 eV
E_tot   -10273.370 eV
Total charge   0
E_LUMO   -0.06283 Eh
Maximum force   10.4 eV/Å
Orbital gap   7.33 eV

Atomic partial charges in e from the Mulliken method, atoms 1 to 8:
1 C -0.540
2 C 0.643
3 C -0.127
4 H 0.281
5 H 0.304
6 H 0.241
7 H 0.319
8 H 0.323

---

(3)
Molecular formula: C22H34BrNO3P2Pt
Method: DFT, ωB97M-V/def2-TZVPD

Structure (XYZ):
```
64
Properties=species:S:1:pos:R:3:forces:R:3
Pt -0.84352 0.06619 -1.01230 -0.4 1.8 -0.4
P -2.60423 0.40896 0.91772 1.9 -0.2 -1.9
P 1.15607 -0.35203 -2.17958 -1.2 -0.1 0.8
N -1.28139 -1.69892 -0.53464 0.4 0.2 -0.9
H -1.10408 -0.07148 0.67130 0.4 0.8 1.7
C -4.14288 0.53063 -0.03758 -1.3 0.3 0.2
H -4.99192 0.79517 0.61700 0.0 -0.2 -0.1
H -4.37255 -0.42287 -0.53718 0.3 0.2 0.2
H -4.07878 1.29829 -0.82105 0.2 -0.3 0.4
C -2.41864 1.81056 2.04537 0.3 -0.1 -0.5
H -3.32983 2.01009 2.60156 -0.1 0.1 0.0
H -2.08969 2.66400 1.44561 -0.2 0.0 0.2
H -1.60209 1.54124 2.71121 0.0 0.0 0.1
C -2.71873 -1.09867 1.91745 -0.5 -0.2 0.3
H -3.36722 -0.93180 2.78903 0.1 -0.3 -0.2
H -1.69134 -1.32057 2.23487 -0.3 0.1 0.1
H -3.06278 -1.93860 1.29782 -0.1 0.3 0.3
C 0.93009 -0.51634 -3.97651 0.4 0.2 0.0
H 1.86423 -0.91382 -4.41043 -0.4 0.2 -0.1
H 0.68142 0.47599 -4.37648 0.0 -0.4 0.0
H 0.09727 -1.22017 -4.14863 0.4 0.4 0.1
C 2.45927 0.84569 -1.75996 0.2 -0.2 -0.5
H 3.24122 0.78397 -2.53730 -0.1 0.2 0.4
H 2.85654 0.57448 -0.76574 -0.2 0.2 -0.5
H 2.01152 1.85024 -1.72446 0.3 -0.4 0.0
C 1.79196 -1.98444 -1.69995 0.5 0.0 -0.2
H 2.70268 -2.18944 -2.28280 -0.2 -0.1 0.2
H 1.04249 -2.76395 -1.89491 0.2 0.3 0.0
H 2.05309 -1.96801 -0.63361 -0.2 0.0 -0.3
C -1.17614 -2.95150 -0.38165 -0.2 -2.2 0.4
C -2.04796 -5.12755 -0.97013 -0.3 -0.1 -0.4
C -2.03492 -3.76428 -1.18737 0.0 -0.4 0.2
C -0.28022 -3.55229 0.56791 -0.2 -0.1 0.1
C -0.32433 -4.92804 0.72371 0.3 0.1 0.3
C -1.20732 -5.72950 -0.01797 0.0 -0.3 0.0
H -2.73906 -5.73911 -1.54994 0.2 0.0 0.1
H -2.66307 -3.22718 -1.91395 0.2 -0.6 0.4
H 0.37432 -2.87893 1.14351 -0.3 -0.4 -0.2
H 0.33778 -5.39420 1.45508 -0.2 0.1 -0.2
H -1.23844 -6.83119 0.13769 0.0 1.0 -0.1
C -0.92235 3.14248 -2.55568 0.2 -3.7 0.4
O -0.53421 2.18460 -3.26766 -0.5 2.7 0.9
C -2.41661 3.32223 -2.34582 0.4 1.4 -0.9
H -2.62377 4.39212 -2.15924 -0.1 -0.4 0.0
H -2.73432 2.74086 -1.48036 0.3 -0.1 0.1
H -2.96245 2.99469 -3.22944 0.0 -0.1 0.1
C -0.01683 3.75760 -1.50815 0.1 0.6 -0.6
H 0.86737 4.18003 -1.99586 0.0 -0.1 0.0
H 0.34665 2.99946 -0.77917 -0.5 0.3 -0.3
H -0.54825 4.58519 -1.01762 0.3 -0.3 0.1
Br 3.60359 -1.32120 1.49606 0.3 -0.2 0.3
C 3.60889 0.31513 2.45091 -0.2 0.9 0.6
C 4.73447 0.67737 3.20019 -0.3 -0.1 -0.2
C 4.81528 1.94785 3.77533 -0.1 -0.3 -0.3
C 3.78151 2.86580 3.56038 0.1 -0.3 0.2
C 2.63699 2.48381 2.85947 0.5 0.0 0.3
C 2.51599 1.18578 2.34865 0.1 0.0 -0.4
C 1.21533 0.80413 1.63106 0.0 -0.1 0.1
O 0.74226 1.71080 0.89587 -0.2 -0.3 0.0
O 0.75119 -0.33700 1.86677 0.1 0.5 0.0
H 5.52702 -0.05425 3.31694 0.0 0.2 0.0
H 5.71091 2.20488 4.34689 -0.4 0.0 -0.2
H 3.87418 3.86851 3.97367 -0.1 -0.2 -0.1
H 1.83834 3.20853 2.69413 0.1 -0.4 0.0
```
Positions in Å, forces in eV/Å.

E_HOMO (spin up / spin down)   -4.449 / -8.228 eV
ΔE to the lowest compared entry with this formula, charge and spin   1.716 eV
E_tot   -122859.512 eV
Total charge   0
E_LUMO (spin up / spin down)   0.01926 / -0.05186 Eh
Maximum force   3.7 eV/Å
<S²>   6.070
Spin multiplicity   5
Orbital gap (spin up / spin down)   4.97 / 6.82 eV

Atomic partial charges in e from the Mulliken method, atoms 1 to 8:
1 Pt 1.505
2 P 0.619
3 P 0.407
4 N -0.519
5 H -0.175
6 C -1.140
7 H 0.441
8 H 0.273

---

(4)
Molecular formula: C9H13IO
Method: DFT, ωB97M-V/def2-TZVPD

Structure (XYZ):
```
24
Properties=species:S:1:pos:R:3:forces:R:3
C 0.10840 2.32471 -0.95407 1.3 0.3 -1.8
C -0.14443 1.62351 0.32426 2.7 -2.6 0.2
C -1.59854 1.53826 0.53009 -0.7 -1.7 -0.7
C 0.50717 0.20496 0.29712 -1.4 -2.1 -2.4
I 2.61613 0.36464 -0.00662 0.9 0.5 0.1
C 0.29559 -0.68560 1.52496 -0.7 3.1 -0.6
C 0.57053 -1.96099 1.48827 -0.2 0.3 -1.0
C 1.02409 -2.53470 0.25803 1.7 -3.1 -1.0
C 0.90907 -2.08032 -0.98353 -1.5 1.5 0.9
C 0.02162 -0.87161 -1.18322 1.1 1.9 3.0
O -1.32772 -1.14607 -1.04491 0.5 1.6 -5.2
H -0.35693 1.78496 -1.80185 -0.4 0.3 0.6
H 1.20245 2.27159 -1.31535 -1.6 1.0 1.0
H -0.39266 3.30056 -0.82157 0.9 0.0 -0.8
H 0.46062 2.02134 1.17142 -0.9 0.7 -0.3
H -1.96234 2.53429 0.43522 -1.0 0.5 0.6
H -1.77517 0.96194 1.40512 -0.7 0.4 1.5
H -2.08264 0.85357 -0.20542 0.5 1.0 -0.1
H -0.10646 -0.21107 2.44001 0.5 -0.2 -0.5
H 0.48057 -2.43917 2.40064 -0.1 -1.7 1.3
H 1.59238 -3.48878 0.24442 -0.4 0.6 0.8
H 1.34365 -2.55782 -1.82255 0.3 -0.6 -0.6
H 0.16317 -0.35229 -2.13775 0.1 0.1 0.5
H -1.54856 -1.45592 -0.24273 -0.8 -1.9 4.6
```
Positions in Å, forces in eV/Å.

SMILES   CC(C)[C@@]1(I)C=CC=C[C@H]1O
E_HOMO   -8.666 eV
ΔE to the lowest compared entry with this formula, charge and spin   1.202 eV
E_tot   -19688.836 eV
Total charge   0
E_LUMO   0.00319 Eh
Maximum force   5.5 eV/Å
Orbital gap   8.75 eV

Atomic partial charges in e from the Mulliken method, atoms 1 to 8:
1 C -1.265
2 C 0.611
3 C -1.419
4 C -0.395
5 I 0.167
6 C -0.517
7 C -0.649
8 C -0.083

---

Q: Among the records above, which one has the highest ΔE to the lowest compared entry with this formula, charge and spin?
A: C3H6N2O2

---

Q: Among the records above, which one has the lowest ΔE to the lowest compared entry with this formula, charge and spin?
A: C9H13IO

---

Q: maximum force of number 2 (C3H6N2O2)?
A: 10.4 eV/Å